A molecular structure, C18H30CeClN2OPSi in a non-equilibrium geometry, computed with ωB97M-V/def2-TZVPD.

The geometry in XYZ format:
```
55
Properties=species:S:1:pos:R:3:forces:R:3
Ce -0.0469 0.1516 0.7712 -0.50 3.18 -2.08
Cl -2.4400 -5.1479 2.4421 0.02 -0.30 0.23
P 2.0439 1.0386 -1.1257 0.37 0.74 0.31
Si 0.0666 -1.1167 -1.7874 -0.66 -0.82 0.16
O 1.4483 -0.8572 1.7978 0.81 -1.00 0.76
N -1.2133 1.7312 0.0049 1.84 -2.06 1.37
N -1.8552 -1.4140 1.2685 -1.60 -1.29 1.08
C 2.8924 -1.1263 3.7080 0.25 0.10 0.42
C -2.7432 -3.5197 2.0035 0.05 0.74 -0.13
C -4.2440 -1.7460 1.4092 0.30 0.02 0.14
C -3.1308 -0.9485 1.1251 0.54 -0.52 -0.05
C -3.8338 4.5146 -1.6772 0.01 -0.26 -0.18
C -3.5190 3.3358 -2.3766 0.16 0.26 0.38
C 3.2452 2.1993 -0.3373 0.30 0.21 0.08
C 1.5381 2.1088 -2.5265 -0.14 -0.09 -0.06
C -2.2602 3.9330 0.0774 0.17 -1.01 -0.57
C -2.6038 2.4252 -1.8530 0.17 0.37 0.69
C 2.2296 -1.8165 2.5294 -0.55 0.54 -0.33
C 3.2682 -2.4840 1.6485 0.36 -0.12 -0.20
C 0.6599 -2.9493 -1.5573 -0.07 0.09 -0.35
C 3.2780 -0.0715 -1.9090 -0.02 -0.26 -0.01
C -4.0579 -3.0516 1.8630 0.67 0.40 -0.31
C -3.1844 4.8074 -0.4724 -0.09 0.28 -0.06
C -1.6550 -2.6754 1.7646 -1.08 0.93 -0.74
C -1.9944 2.6682 -0.5688 -0.81 1.03 -0.69
H -3.4017 5.7569 0.0391 0.09 -0.46 -0.24
H 2.4230 2.4230 -3.0975 -0.20 -0.08 0.11
H -4.5766 5.2003 -2.0849 0.23 -0.12 0.11
H -5.2417 -1.3317 1.2692 0.27 -0.15 0.08
H 3.7535 -0.6941 -1.1380 -0.12 0.16 -0.18
H -1.7062 4.1667 0.9947 -0.36 -0.13 -0.33
H 1.7553 -3.0218 -1.6542 -0.30 0.05 0.04
H 2.7227 3.0816 0.0555 0.07 -0.20 -0.09
H -3.9898 3.1428 -3.3427 0.11 0.02 0.26
H -2.3218 1.5134 -2.3973 -0.20 0.36 0.33
H 3.7407 -1.7093 4.0858 -0.18 -0.02 -0.02
H -0.6281 -3.0016 1.9383 -0.28 0.10 -0.19
H -3.2435 0.0886 0.7665 0.23 -0.61 0.09
H 0.2128 -3.5914 -2.3251 0.13 0.00 0.11
H 1.0190 2.9958 -2.1406 0.08 -0.26 -0.04
H 3.6565 -3.3898 2.1391 -0.14 0.23 -0.13
H 3.7645 1.7091 0.4982 -0.14 0.08 -0.19
H -4.8944 -3.7020 2.0885 0.08 0.03 -0.06
H 3.2921 -0.1495 3.4048 -0.14 -0.22 -0.07
H 3.9993 2.5344 -1.0691 -0.21 -0.05 0.25
H 0.8510 1.5602 -3.1784 0.12 0.17 0.07
H 4.0459 0.5365 -2.4040 -0.14 -0.16 0.06
H 4.1194 -1.8052 1.5172 -0.09 -0.04 -0.10
H 2.8067 -0.7331 -2.6464 0.12 0.16 0.16
H 2.2017 -0.9692 4.5417 0.02 0.05 -0.15
H 0.3898 -3.3716 -0.5798 0.03 0.17 -0.12
H 1.5099 -2.5662 2.8895 0.21 -0.08 0.07
H 0.4167 -0.7578 -3.1959 0.09 0.03 0.07
H -1.4565 -1.1471 -1.8511 0.17 -0.27 -0.10
H 2.8914 -2.7569 0.6545 -0.10 0.06 0.30
```
Forces are in eV/Å.

Charge: 0

***

A molecular structure, C32H29ClF3KN6O9S3 in a non-equilibrium geometry, computed with ωB97M-V/def2-TZVPD.

The geometry in XYZ format:
```
84
Properties=species:S:1:pos:R:3:forces:R:3
K -18.1641 -2.7399 14.8557 -0.26 0.87 0.29
Cl -16.2315 -4.5664 12.7360 -1.65 -1.46 -1.62
S -21.0472 2.1558 10.7389 2.32 -2.18 1.26
S -11.2893 -1.1819 18.2022 0.55 -0.74 -0.88
S -18.3263 -0.4268 12.7684 -1.21 1.19 -0.77
F -11.6386 -3.9298 18.9058 0.16 0.25 -0.72
F -9.9064 -3.4700 17.6350 -1.08 -0.67 -0.44
F -12.0267 -3.3311 16.8251 0.71 -0.76 0.31
O -12.9343 -2.3677 14.0890 -0.82 1.12 -1.36
O -16.8307 -5.3628 11.5887 1.27 0.93 0.93
O -10.0063 -0.8062 18.8442 -0.61 -0.44 0.22
O -22.2548 1.5150 10.2908 -0.63 0.91 -0.02
O -13.4297 -1.6501 13.2329 0.80 -1.10 1.36
O -12.4651 -1.3862 19.0547 -1.10 0.85 1.31
O -16.0391 -3.1635 12.2824 -0.47 -0.62 0.77
O -20.9134 3.5536 11.0560 -0.91 0.01 -0.25
O -17.3332 -4.6863 13.7775 1.19 0.24 -0.40
N -15.3464 -4.9624 18.4476 0.80 0.17 -0.10
N -20.4528 1.2352 12.0486 0.08 0.28 -0.24
N -19.0822 -5.4467 16.9749 1.65 -2.49 1.83
N -19.6668 -4.3416 16.6473 -2.64 2.97 -2.54
N -17.1199 -4.1405 17.1165 1.13 0.15 0.05
N -20.8723 -1.9618 15.8022 0.02 -0.08 -0.61
C -18.7326 1.5871 18.3513 1.08 -0.93 1.03
C -22.1588 -0.9408 14.0529 0.22 0.18 0.16
C -18.3696 1.5668 7.7073 -0.49 0.61 -0.65
C -16.2961 0.8390 17.1663 -0.25 1.22 -0.82
C -17.8291 -7.6264 18.1203 1.50 -0.27 0.73
C -18.2301 2.3589 17.3491 1.73 -0.15 -1.04
C -17.6976 3.3400 14.7284 -0.21 -0.22 -0.97
C -22.7728 -2.1397 13.7479 0.33 -0.22 0.33
C -17.0023 1.9839 16.7101 -0.95 -0.75 0.95
C -15.2996 -7.2536 19.3253 -0.48 -0.60 0.05
C -21.4140 -3.1447 15.4563 -0.62 -0.13 0.43
C -17.1974 -6.3780 18.0377 0.63 -1.79 0.44
C -15.9213 -4.0558 17.6114 -0.48 0.17 0.57
C -21.2441 -0.8852 15.1104 -0.03 -0.05 -0.27
C -17.2035 -8.6608 18.8236 -1.38 0.10 -0.25
C -18.5949 -0.3310 20.0040 1.35 0.78 -0.09
C -15.5483 1.9860 14.6339 -1.08 -0.17 0.72
C -19.7395 1.6804 9.6449 0.88 -0.44 -0.01
C -19.5105 2.0529 8.3155 -0.39 0.17 1.01
C -16.7566 0.1083 18.2442 -0.41 0.35 0.84
C -11.2101 -3.1197 17.8941 1.17 1.34 0.26
C -18.8689 0.8237 10.3674 -0.25 0.72 -2.27
C -17.5529 0.6519 8.3476 0.35 -0.12 -0.44
C -17.7809 0.2774 9.6517 -0.55 -0.07 1.38
C -22.4454 -3.2720 14.4925 0.68 0.53 0.82
C -17.9745 0.4902 18.8348 -0.76 -0.97 0.72
C -15.9232 -6.2137 18.6246 -0.27 0.00 -0.19
C -16.5233 2.7948 15.5528 0.91 0.46 -0.63
C -17.8132 -5.3021 17.3419 -2.13 1.05 -0.74
C -19.3297 0.6006 11.7670 0.20 -0.32 0.66
C -16.0004 -8.4667 19.4771 0.86 0.68 0.08
C -20.8655 -4.3658 16.1125 1.38 -0.25 0.64
H -22.3599 -0.0622 13.4587 0.12 0.10 0.01
H -15.3669 0.5563 16.6589 -0.41 0.09 0.37
H -20.7446 0.0580 15.3578 -0.24 -0.34 -0.02
H -21.4553 -5.2962 16.0442 0.39 0.18 -0.12
H -14.6291 1.7337 15.1725 -0.04 0.16 -0.31
H -17.1328 -0.4309 10.1623 -0.11 0.06 -0.06
H -16.7377 0.1957 7.7949 0.08 0.15 0.15
H -18.4448 -1.4080 19.8771 0.02 0.20 -0.05
H -22.9811 -4.2072 14.4195 0.19 -0.16 -0.39
H -18.1726 1.9834 6.7184 0.25 -0.57 0.06
H -18.3823 3.9846 15.2842 0.31 0.12 -0.03
H -19.6318 1.8983 18.8662 -0.17 -0.24 0.01
H -19.6539 -0.1227 19.9824 -0.34 -0.07 0.37
H -18.7698 -7.7777 17.6427 -0.42 0.04 -0.25
H -18.1393 -0.0326 20.9970 -0.60 -0.27 -1.01
H -16.0950 -0.6635 18.6887 -0.78 0.33 -0.36
H -15.5928 -9.2445 20.1291 0.02 0.18 -0.45
H -15.3497 2.5937 13.7605 0.29 -0.05 -0.25
H -17.7562 -9.6050 18.8784 0.44 0.23 0.16
H -20.1841 2.7302 7.7797 0.24 -0.23 0.32
H -17.3467 3.9068 13.8267 -0.24 -0.49 0.76
H -18.3274 2.4906 14.3811 0.45 0.41 -0.01
H -15.3328 -3.1569 17.4426 0.00 -0.10 -0.04
H -14.4307 -4.7414 18.8605 -0.61 -0.17 -0.46
H -16.0484 1.0382 14.3240 0.36 0.68 0.04
H -23.4367 -2.1727 12.8996 -0.32 -0.17 0.03
H -15.9499 3.6576 15.9751 -0.28 -0.40 -0.33
H -18.7366 3.2692 17.0478 -0.01 -0.24 -0.01
H -14.2763 -7.1663 19.7031 -0.48 0.22 0.03
```
Forces are in eV/Å.

Charge: -2
Relative energy (zero: lowest compared OMol25 entry of this formula, charge and spin) in kJ/mol: 216.8

***

A single C4H9NO molecule, computed with ωB97M-V/def2-TZVPD.

The geometry in XYZ format:
```
15
Properties=species:S:1:pos:R:3:forces:R:3
O -1.7103 -0.3957 -0.8736 -0.16 -0.44 -0.04
N 0.4039 -1.3288 0.4402 -0.02 -0.31 0.07
C -0.5049 0.0888 -1.4156 0.38 0.12 -0.35
C 0.7275 -0.3995 -0.6422 -0.10 0.08 -0.28
C -0.2789 0.9669 1.2331 0.32 0.06 0.31
C 0.8244 0.0394 0.7665 -0.04 0.17 0.07
H 1.6354 -0.5839 -1.2177 -0.23 0.10 0.12
H 1.8207 0.1378 1.2073 -0.34 0.09 -0.12
H -0.5060 1.1945 -1.3755 -0.12 -0.37 -0.10
H -0.4481 -0.2062 -2.4684 0.14 0.00 0.04
H -0.4371 0.9035 2.3106 0.04 -0.03 0.01
H -1.2101 0.6973 0.7156 0.36 0.39 0.47
H 1.1515 -2.0008 0.5814 -0.11 0.10 0.02
H -0.0006 2.0023 0.9950 -0.14 -0.17 0.04
H -1.4673 -1.1157 -0.2567 0.02 0.21 -0.26
```
Forces are in eV/Å.

Charge: 0
Relative energy (zero: lowest compared OMol25 entry of this formula, charge and spin) in kJ/mol: 202.6

***

Number 1: Kohn-Sham gap 5.71 eV, lowest unoccupied orbital energy -0.652 eV, calculated total energy -2454.72325 a.u.. Number 2: Kohn-Sham gap 5.91 eV, lowest unoccupied orbital energy 2.886 eV, calculated total energy -4796.55119 a.u.. Number 3: Kohn-Sham gap 10.67 eV, lowest unoccupied orbital energy 0.992 eV, calculated total energy -287.75528 a.u..